{
  "formula": "C58H147N9O22",
  "method": "the ωB97M-V functional and the def2-TZVPD basis",
  "species": ["C", "O", "C", "C", "N", "C", "C", "O", "C", "H", "H", "H", "H", "H", "H", "H", "H", "H", "H", "H", "H", "H", "H", "H", "C", "O", "C", "C", "N", "C", "C", "O", "C", "H", "H", "H", "H", "H", "H", "H", "H", "H", "H", "H", "H", "H", "H", "H", "C", "O", "C", "C", "N", "C", "C", "O", "C", "H", "H", "H", "H", "H", "H", "H", "H", "H", "H", "H", "H", "H", "H", "H", "C", "O", "C", "C", "N", "C", "C", "O", "C", "H", "H", "H", "H", "H", "H", "H", "H", "H", "H", "H", "H", "H", "H", "H", "C", "O", "C", "C", "N", "C", "C", "O", "C", "H", "H", "H", "H", "H", "H", "H", "H", "H", "H", "H", "H", "H", "H", "H", "C", "O", "C", "C", "N", "C", "C", "O", "C", "H", "H", "H", "H", "H", "H", "H", "H", "H", "H", "H", "H", "H", "H", "H", "C", "O", "C", "C", "N", "C", "C", "O", "C", "H", "H", "H", "H", "H", "H", "H", "H", "H", "H", "H", "H", "H", "H", "H", "C", "O", "C", "C", "N", "C", "C", "O", "C", "H", "H", "H", "H", "H", "H", "H", "H", "H", "H", "H", "H", "H", "H", "H", "C", "O", "C", "C", "N", "C", "C", "O", "C", "H", "H", "H", "H", "H", "H", "H", "H", "H", "H", "H", "H", "H", "H", "H", "O", "C", "C", "O", "H", "H", "H", "H", "H", "H", "O", "C", "C", "O", "H", "H", "H", "H", "H", "H"],
  "coordinates": [[-1.78117, 12.75461, 43.30297], [-3.14263, 13.00233, 42.91729], [-3.35209, 12.55675, 41.58880], [-2.69001, 13.50227, 40.54432], [-2.86354, 12.92363, 39.23785], [-2.04081, 13.59728, 38.24077], [-0.50638, 13.42036, 38.31280], [0.09244, 13.90113, 37.14470], [1.28008, 13.20698, 36.90493], [-1.08117, 13.23734, 42.68130], [-1.66273, 11.65776, 43.25508], [-1.72896, 13.06697, 44.31839], [-4.43921, 12.41858, 41.41604], [-2.81609, 11.55058, 41.53598], [-1.59005, 13.67311, 40.76260], [-3.17845, 14.46206, 40.59980], [-2.71333, 11.88254, 39.23928], [-2.29028, 14.64712, 38.40925], [-2.32262, 13.39344, 37.23413], [-0.35504, 12.28839, 38.47065], [-0.10062, 13.85933, 39.16304], [1.99895, 13.41166, 37.73233], [1.70510, 13.51777, 35.96430], [1.16782, 12.09982, 36.86626], [-5.34069, 14.75170, 37.19801], [-5.16556, 15.44708, 35.96251], [-4.20578, 16.52043, 35.93693], [-2.91936, 15.83390, 35.51340], [-1.86984, 16.81644, 35.57359], [-0.67504, 16.19927, 35.01417], [0.48129, 17.11717, 35.25821], [0.36240, 18.31843, 34.47910], [1.42022, 19.27926, 34.52722], [-4.40426, 14.41742, 37.66319], [-6.05536, 13.94886, 36.88260], [-5.97862, 15.30728, 37.93376], [-4.24893, 16.84356, 36.96173], [-4.55324, 17.32092, 35.28442], [-3.03397, 15.49783, 34.48545], [-2.72710, 15.00323, 36.21080], [-2.08465, 17.68373, 35.07922], [-0.84165, 15.87137, 33.98084], [-0.48434, 15.30278, 35.59579], [1.50252, 16.72992, 34.93147], [0.46876, 17.24284, 36.34445], [2.30673, 18.84567, 34.03327], [1.74408, 19.52426, 35.51981], [1.00663, 20.25351, 34.14023], [-0.97004, 6.56925, 27.50248], [-0.38929, 7.77726, 27.93869], [-1.18101, 8.90567, 27.85015], [-0.20834, 9.96264, 28.47334], [0.05779, 9.80958, 29.92020], [-1.01610, 10.36673, 30.79751], [-0.79246, 11.85667, 31.18875], [-1.28096, 12.71664, 30.16172], [-1.01631, 14.08351, 30.36966], [-0.20996, 5.79136, 27.68264], [-1.23058, 6.55368, 26.41857], [-1.85035, 6.40652, 28.12912], [-2.09845, 8.75770, 28.39293], [-1.37659, 9.04140, 26.71964], [-0.61443, 10.95599, 28.31812], [0.69018, 9.97562, 27.77421], [0.09464, 8.83863, 30.00493], [-1.11408, 9.66048, 31.66001], [-1.97823, 10.38751, 30.30159], [0.29900, 12.02304, 31.38675], [-1.28740, 11.97555, 32.14224], [-1.34697, 14.42855, 31.33808], [-1.65322, 14.60501, 29.67512], [0.05611, 14.38150, 30.15341], [-7.74360, 9.55344, 31.02846], [-8.55705, 8.59964, 30.34560], [-8.40281, 8.75434, 28.96373], [-9.05694, 7.51400, 28.25710], [-8.18208, 6.39223, 28.55320], [-8.78644, 5.13189, 28.11472], [-9.80048, 4.49026, 29.08728], [-9.16852, 4.19451, 30.32952], [-10.06436, 3.86035, 31.42392], [-8.11970, 10.54782, 30.81677], [-6.68399, 9.38415, 30.78128], [-7.81866, 9.39835, 32.07270], [-7.32724, 8.69873, 28.73919], [-8.87652, 9.78636, 28.72186], [-9.08708, 7.73743, 27.18665], [-10.08521, 7.42210, 28.58059], [-7.95568, 6.43115, 29.52390], [-7.99799, 4.37707, 27.93751], [-9.30166, 5.31739, 27.15772], [-10.28848, 3.55034, 28.75062], [-10.55924, 5.24840, 29.31537], [-9.48233, 3.82935, 32.28763], [-10.64176, 2.89798, 31.28148], [-10.80470, 4.71261, 31.54264], [-6.34292, 5.27025, 33.67691], [-6.17895, 4.75474, 35.04183], [-4.93422, 4.98785, 35.71575], [-5.19318, 4.86479, 37.24802], [-6.14440, 5.82594, 37.66750], [-6.45725, 5.73522, 39.09938], [-7.70125, 6.40648, 39.51417], [-8.80661, 5.61535, 39.08163], [-10.07256, 6.13160, 39.29537], [-6.24054, 6.32007, 33.62094], [-7.34975, 5.11769, 33.32872], [-5.71654, 4.80806, 32.89858], [-4.45273, 5.98464, 35.51793], [-4.29964, 4.19566, 35.41242], [-4.22423, 5.12033, 37.75167], [-5.47239, 3.81234, 37.55041], [-7.03874, 5.53213, 37.23920], [-5.60669, 6.19183, 39.62684], [-6.48884, 4.63894, 39.32507], [-7.77969, 7.40363, 39.08756], [-7.65116, 6.53932, 40.59389], [-10.18204, 7.16734, 38.94389], [-10.29737, 6.24587, 40.40698], [-10.79301, 5.42248, 38.91802], [-3.96439, 8.58949, 38.69103], [-3.02346, 7.92773, 37.84354], [-1.72723, 8.39930, 38.14283], [-0.62887, 8.04265, 37.15717], [-0.86458, 8.25681, 35.69670], [0.17802, 7.50742, 34.91849], [0.01384, 7.57095, 33.44894], [-1.25324, 7.19625, 32.90910], [-1.56907, 5.83332, 32.90224], [-3.99019, 9.65150, 38.42577], [-3.68108, 8.27668, 39.71532], [-5.04123, 8.22542, 38.47858], [-1.47153, 7.98754, 39.10611], [-1.67817, 9.45189, 38.24322], [-0.20950, 7.04513, 37.32454], [0.18367, 8.67114, 37.44897], [-1.71329, 7.75422, 35.30902], [0.09540, 6.44095, 35.21584], [1.21546, 7.72108, 35.05651], [0.72445, 6.76709, 33.00891], [0.21075, 8.55724, 33.05772], [-0.84016, 5.29080, 32.27641], [-2.53541, 5.65519, 32.45094], [-1.62628, 5.43524, 33.93256], [-9.38238, 10.10244, 40.03542], [-9.01682, 9.57186, 38.80359], [-8.40996, 10.60727, 38.05139], [-7.89470, 10.15779, 36.69619], [-8.87032, 9.62257, 35.86177], [-9.08645, 8.15795, 35.79389], [-10.23962, 7.94790, 34.90250], [-9.87577, 8.06558, 33.49384], [-10.96642, 8.19421, 32.61997], [-10.02664, 9.48239, 40.59578], [-10.02562, 10.96410, 39.88682], [-8.48579, 10.43911, 40.61882], [-7.59007, 11.15879, 38.60336], [-9.20492, 11.39659, 37.82966], [-7.06005, 9.39601, 36.81424], [-7.33370, 10.98665, 36.26117], [-8.75015, 9.89784, 34.93176], [-9.34246, 7.82914, 36.82801], [-8.13045, 7.55944, 35.54722], [-11.03204, 8.68715, 35.22505], [-10.65373, 6.90726, 35.17224], [-10.60327, 8.05968, 31.61400], [-11.44871, 9.19302, 32.71867], [-11.77620, 7.44559, 32.80024], [-1.62348, 3.65984, 25.72502], [-2.40621, 3.93085, 26.91514], [-3.59721, 3.13119, 26.96755], [-4.25224, 3.22787, 28.32169], [-4.61859, 4.60616, 28.57692], [-5.36776, 4.76558, 29.78838], [-5.44992, 6.22351, 30.12362], [-4.19758, 6.58336, 30.61426], [-4.18621, 7.96451, 30.98685], [-0.69953, 4.27236, 25.77665], [-2.15998, 3.91236, 24.82798], [-1.41562, 2.57852, 25.79030], [-3.30515, 2.13246, 26.70763], [-4.28846, 3.52965, 26.13432], [-3.55738, 2.71358, 28.97829], [-5.10515, 2.57762, 28.27387], [-3.79255, 5.11780, 28.60854], [-4.87212, 4.23742, 30.54864], [-6.38818, 4.37336, 29.69895], [-6.24051, 6.36987, 30.82613], [-5.64410, 6.78884, 29.22663], [-3.20005, 8.21833, 31.34925], [-4.89959, 8.09526, 31.81797], [-4.35846, 8.45400, 30.03870], [-4.81288, 11.54318, 31.14610], [-4.85785, 10.98679, 29.88114], [-4.56676, 11.81144, 28.78195], [-4.86506, 11.00692, 27.56695], [-6.26080, 10.69385, 27.48352], [-6.83195, 10.39716, 26.19756], [-6.28545, 9.12386, 25.56377], [-6.44211, 8.03681, 26.38022], [-5.58823, 6.91314, 26.19894], [-5.35625, 10.83614, 31.84503], [-5.33926, 12.47219, 31.13093], [-3.89055, 11.71759, 31.61133], [-3.54400, 12.16495, 28.69050], [-5.19101, 12.65106, 28.87176], [-4.25438, 10.02971, 27.56728], [-4.43973, 11.58214, 26.70876], [-6.52501, 10.02913, 28.20561], [-6.54115, 11.21361, 25.49100], [-7.95095, 10.41117, 26.31451], [-5.27594, 9.39627, 25.36251], [-6.72629, 9.00586, 24.56585], [-5.78028, 6.51652, 25.23738], [-5.89089, 6.26555, 27.01622], [-4.53991, 7.21634, 26.38480], [-7.86555, 15.62648, 35.02548], [-8.06739, 14.32922, 34.47044], [-6.99890, 13.97348, 33.49929], [-5.76166, 13.58028, 34.13432], [-6.97608, 15.64132, 35.39224], [-8.16327, 13.62806, 35.32386], [-9.09746, 14.35038, 34.09565], [-6.85004, 14.75514, 32.71375], [-7.33115, 13.03302, 32.98739], [-5.52555, 14.30011, 34.69341], [-1.49341, 10.99522, 35.06925], [-2.85175, 11.21922, 34.60463], [-3.77567, 10.98869, 35.77830], [-5.15165, 11.00014, 35.30949], [-1.31907, 10.06024, 35.11256], [-2.89543, 12.24195, 34.30024], [-3.03871, 10.56302, 33.79749], [-3.54687, 11.75777, 36.60230], [-3.72035, 10.04792, 36.18225], [-5.38532, 11.91940, 35.02819]],
  "atomic_forces_ev_per_a": [[-2.1569, -1.4442, 0.2894], [0.3144, 0.3040, -0.3979], [1.2036, -0.5576, 0.0890], [0.5232, -1.0417, 0.9192], [0.3640, -1.4770, -0.9968], [0.4328, 0.9482, 0.9009], [-1.7984, -2.6629, -0.5360], [-0.3702, -0.5162, -0.0170], [1.1262, -0.6200, 0.6733], [0.9013, 0.6659, -0.6348], [0.4468, 0.2749, 0.0775], [0.3690, 0.3321, 0.7577], [0.6875, 0.2284, 0.0337], [-0.8574, 0.7696, -0.3932], [-1.1408, -0.2203, 0.1425], [-0.2176, 0.4672, -0.0851], [-0.0573, 1.4475, 0.0684], [0.2373, 0.3144, -0.2456], [-0.3606, -0.6500, -0.7143], [0.0486, 1.2597, -0.5648], [0.9049, 1.1028, 1.6105], [-0.1553, -0.0467, -0.5132], [0.0733, 0.3034, -0.2712], [-0.3604, 0.5787, -0.0295], [-1.7742, -0.1239, -0.1647], [-0.8629, 0.2254, -0.2182], [-0.6050, -1.8315, 0.5955], [-0.5840, 1.8650, 0.4175], [0.8225, -0.2855, 0.1659], [0.0680, 0.3192, 0.0289], [2.3016, 0.2871, -1.2780], [-0.8520, 0.4636, 0.5449], [-0.7147, -0.2918, -0.2391], [-0.3682, -0.1392, -0.2678], [1.1142, -0.0408, 0.5702], [0.8587, 0.1664, -0.4793], [0.8467, 0.8178, 0.4146], [0.0060, -0.1689, -0.1617], [-0.2835, -0.6450, -0.2043], [0.0874, 0.3633, -0.5692], [-0.0731, -0.4267, 0.0250], [0.2963, 0.2605, -0.2428], [0.0600, -0.1397, 0.0322], [-1.1652, -0.3428, 0.6521], [0.2923, 0.6732, 0.0049], [-0.2607, 0.5995, -0.3575], [-0.0027, -0.1195, 0.9943], [0.6696, -1.2498, -0.2378], [0.2395, 0.0273, 0.2128], [0.9789, -1.6428, -0.0827], [1.4847, 0.7900, -1.3097], [-0.6006, 1.1918, -1.3915], [-0.6030, 1.5713, -1.1732], [0.7774, 0.0501, -0.3897], [1.3197, -1.2188, -0.0077], [0.2079, -0.5688, 0.4784], [0.6688, 0.1306, -0.6265], [-0.4859, 0.1785, -0.0260], [0.0058, 0.2655, 0.5908], [-0.1850, -0.4676, -0.2909], [-0.7510, 0.1899, 0.3260], [-0.1030, 0.5386, 1.5685], [-0.2783, 0.3003, 0.0900], [-0.6218, -0.4097, 1.3886], [0.2228, -1.9171, 0.8558], [0.1443, 0.9795, -0.3768], [-0.5611, -0.3017, -0.3002], [-0.6940, -0.0137, -0.3399], [-0.5265, 0.6041, 0.3420], [0.2249, -0.0275, 0.6912], [-0.0969, 0.2697, -0.5051], [-1.0035, -0.4714, 0.4504], [0.0085, -0.7899, -0.6641], [0.2967, -0.1460, 0.9681], [-1.3095, 0.2761, -0.6075], [1.2512, 2.0127, 0.4019], [-1.1242, -0.3291, -1.3034], [0.2605, -0.9975, 0.4379], [-0.2721, 0.2940, 0.8520], [0.0108, -0.4782, 0.7431], [-1.5946, 1.0267, -2.4811], [0.3558, 0.4739, -0.2921], [-0.2778, 0.4903, -0.3202], [-0.4113, -0.3859, 1.1398], [-0.3518, 0.1207, -0.2522], [0.8409, -1.5746, -0.3448], [0.2165, -0.2533, -0.0327], [-0.4686, -0.1926, 0.3866], [-0.0570, -0.4288, 0.7511], [-0.1535, 0.3404, -0.0671], [0.2345, -0.1189, 0.2779], [0.2351, 0.6130, -0.4365], [-0.3725, -0.1044, -0.2274], [1.0157, -0.2615, 1.3674], [0.7223, 0.8995, -0.0700], [0.5842, -0.9393, -0.0961], [0.3872, -1.1705, 0.8029], [-0.3684, 0.8748, -1.3070], [-1.0065, 0.6535, 0.6997], [1.6771, -0.5094, -0.4940], [-2.5728, 0.4746, 0.0171], [1.9195, -1.1704, -0.5956], [-0.9425, 0.2438, -0.1720], [0.9625, -0.4086, -0.1510], [-0.3479, 1.0621, 2.2085], [0.6015, 1.3908, 0.2755], [-0.6323, -0.5222, 0.4235], [0.3330, -0.1092, 0.5791], [-0.6933, -0.6971, -0.0590], [1.1767, -0.6933, -0.2822], [-0.5319, -0.4064, -0.3697], [0.2476, 0.6817, -0.4183], [0.5577, 0.5380, -0.2234], [-0.1701, -0.2418, 0.1770], [-0.1222, 0.6653, 0.5470], [0.0115, 0.2815, -0.2206], [-0.4536, -0.1952, 0.3831], [-0.1134, -0.2945, -0.5767], [0.2937, -0.3440, -0.8517], [-0.2133, 0.0830, -0.4379], [-1.4002, -1.3673, -0.5947], [-0.2198, 0.3042, -0.7316], [-0.1119, -1.0219, -0.5416], [-0.3754, -0.9363, -0.9542], [-0.0093, -1.0811, -0.8277], [-1.3106, -1.2599, 0.9276], [0.1985, -2.2377, -1.9964], [-0.6737, 1.2102, 0.2716], [0.5130, -0.5833, 0.4024], [0.2810, 0.1390, 0.7212], [-0.4057, 0.9363, -0.0782], [1.8747, 0.1517, 0.1213], [0.5347, -0.1794, 0.6070], [-0.5311, 1.4896, 0.0450], [-0.4797, -0.3838, -0.0013], [0.7003, 0.7287, 0.0077], [0.7499, 0.9441, 1.3373], [0.0965, 0.2074, -0.0236], [0.6271, 0.9183, 0.8075], [-0.3800, 1.5706, 0.5720], [0.2047, 0.2585, -0.1789], [0.0227, -0.1082, 0.4233], [-0.3187, 0.4589, -0.1924], [0.2697, -0.1416, -0.3475], [0.5449, 1.4374, 0.3389], [0.6690, -0.0147, -0.3172], [-0.4634, 1.5813, -0.7403], [2.6442, -1.0972, 1.6149], [-1.6895, -1.2670, -0.4687], [1.9847, 0.6124, 1.6733], [-1.7423, -1.5355, -0.4090], [-0.0826, -0.1726, 1.6675], [-1.1796, 0.1572, 0.4395], [-0.1987, -1.4646, 0.6002], [0.0334, 0.6887, -0.1584], [-0.6743, -0.3882, -0.2300], [-0.6135, -0.8189, -0.1763], [0.7228, -0.7506, 0.3554], [-0.5438, 0.5898, 0.3545], [-0.4176, 0.1550, -0.1435], [0.2472, 0.7652, -1.5431], [-0.0601, 0.0992, -0.7060], [-1.2718, 0.8070, -0.0829], [0.6910, -0.5759, -0.7287], [0.3633, 1.1596, -0.9797], [0.2197, 0.0746, -0.2784], [0.2826, -0.3920, -0.0841], [0.5797, 0.2393, 0.0732], [-0.0254, -0.1931, 1.9184], [0.2020, 0.1426, -0.3382], [-0.2834, 1.6914, -1.9714], [0.5691, 0.0513, -1.4100], [-1.3380, -1.9528, -0.7069], [-0.9847, 0.6404, -0.9210], [0.6563, -0.7977, -0.3529], [0.8683, 0.2224, 1.0942], [0.2056, -1.2773, -0.1705], [-0.5710, -0.5374, 0.0691], [-0.3961, 0.0380, -0.4977], [0.3495, 0.3380, -0.6034], [-0.0839, -0.9341, 0.0075], [0.6458, -0.6452, 1.1651], [0.2862, 0.3476, 0.9748], [-0.8254, -0.1247, 0.0731], [1.6486, 1.2907, 0.1796], [0.4884, -0.7030, 1.7216], [0.1624, -0.1302, -0.2158], [-0.6577, 0.4634, 0.8910], [-0.4306, 0.3458, -0.4894], [0.3292, -0.0537, 0.0768], [-0.0901, 0.5081, -0.5540], [-0.5456, 1.1436, 0.2373], [-2.2826, -1.0386, 0.9077], [0.8979, -1.2161, -0.1415], [0.6930, -0.9055, 0.2285], [1.1507, -1.3098, -1.0136], [-0.5304, 0.7216, 0.1966], [-0.6555, 0.2828, -0.1460], [-0.6243, 1.0309, -0.8522], [-0.4082, -0.2795, 0.9020], [-0.1515, 1.4263, 1.5846], [0.4377, 0.7635, -0.7336], [-0.5830, 0.9381, 0.2402], [1.9882, 0.1362, 0.1205], [0.5582, -0.1040, 0.6289], [-1.0603, 1.4610, -0.2932], [-0.3089, 1.2680, 0.2356], [-0.8736, -0.3553, 0.2073], [0.2296, 0.3961, -0.4564], [-0.4381, -0.3812, 0.4720], [0.9439, -0.1932, -0.2702], [1.5155, -0.3208, -0.0483], [-0.2887, -0.2873, -0.0795], [0.2344, -0.8108, -1.0908], [0.1356, -0.4831, -0.3080], [-0.2029, -0.2406, -0.4482], [-0.1785, 0.1463, -0.1427], [-0.9718, 0.7706, 1.5723], [0.0057, -2.0243, -1.2895], [-1.1130, -0.5926, -1.2317], [0.2400, 0.2261, 0.1764], [0.5344, -0.2607, -0.4710], [0.4083, -0.0132, -0.6683], [-0.0171, -0.4116, 0.7480], [0.2431, 0.7837, 0.1093], [0.8677, 1.1910, 0.9727], [-0.5420, 1.6614, -0.4519], [1.8755, -0.4827, 2.0941], [-1.5550, 2.8009, -0.7848], [0.3821, 1.3168, 0.3240], [0.1609, -1.1334, 0.2405], [-0.1468, 0.7193, -0.4339], [-0.6076, -0.6775, -0.9877], [-0.5200, -0.9273, -1.0742], [0.8151, -2.3984, 0.9737], [0.2226, -0.7520, 0.0099]],
  "gap_ha": 0.314,
  "smiles": "COCCNCCOC.COCCNCCOC.COCCNCCOC.COCCNCCOC.COCCNCCOC.COCCNCCOC.COCCNCCOC.COCCNCCOC.COCCNCCOC.OCCO.OCCO",
  "spin_multiplicity": 1,
  "max_force_ev_per_a": 3.298
}